1.
Below is C25H24AgNOPS3 as an isolated structure at a distorted geometry, with properties calculated with ωB97M-V with the def2-TZVPD basis set.

The value obtained for the frontier orbital gap is 4.645 eV. The energy relative to the best compared isomer or geometry (same formula, charge and spin) comes out at 8.3 kJ/mol. The total charge is -1.

Structure (XYZ):
```
56
Properties=species:S:1:pos:R:3:lowdin_charge:R:1
Ag -0.31 -0.23 -0.12 0.37
C 2.03 -2.07 -2.05 -0.08
C 2.28 -2.42 -0.58 -0.42
C 3.11 -3.70 -0.45 -0.07
C 2.94 -1.28 0.20 -0.28
C 4.35 -0.93 -0.32 -0.10
O 4.32 0.49 -0.49 -0.03
C 3.04 0.90 -0.22 -0.31
N 2.22 0.00 0.14 0.10
C 2.86 2.35 -0.38 -0.11
C 4.05 3.10 -0.54 -0.02
C 4.03 4.46 -0.75 -0.08
C 2.82 5.12 -0.85 -0.07
C 1.65 4.42 -0.69 -0.10
C 1.63 3.04 -0.42 -0.27
P 0.02 2.23 -0.14 1.03
C -0.39 2.81 1.55 -0.35
C -0.52 4.16 1.89 -0.10
C -0.83 4.52 3.19 -0.09
C -1.01 3.54 4.17 -0.09
C -0.88 2.21 3.84 -0.07
C -0.57 1.84 2.53 -0.11
C -1.09 3.18 -1.23 -0.38
C -0.73 3.23 -2.59 -0.11
C -1.60 3.78 -3.52 -0.09
C -2.83 4.27 -3.11 -0.10
C -3.20 4.20 -1.77 -0.08
C -2.33 3.65 -0.84 -0.08
H 1.48 -2.88 -2.52 0.08
H 2.96 -1.93 -2.61 0.07
H 1.43 -1.16 -2.13 0.05
H 1.31 -2.60 -0.12 0.04
H 4.08 -3.60 -0.95 0.07
H 2.57 -4.53 -0.90 0.08
H 3.28 -3.94 0.60 0.08
H 2.97 -1.58 1.25 0.15
H 4.56 -1.39 -1.28 0.11
H 5.15 -1.18 0.38 0.13
H 4.99 2.58 -0.48 0.11
H 4.96 5.00 -0.86 0.10
H 2.79 6.19 -1.04 0.10
H 0.71 4.94 -0.77 0.10
H -0.40 4.93 1.14 0.09
H -0.94 5.57 3.45 0.10
H -1.26 3.83 5.18 0.10
H -1.03 1.44 4.59 0.11
H -0.50 0.80 2.26 0.06
H 0.22 2.83 -2.90 0.11
H -1.32 3.81 -4.56 0.10
H -3.52 4.67 -3.84 0.10
H -4.16 4.57 -1.46 0.10
H -2.63 3.57 0.20 0.11
S -4.08 -2.83 0.88 0.29
C -2.83 -1.83 0.44 -1.96
S -2.98 -0.11 0.40 0.25
S -1.29 -2.51 -0.01 0.27
```



2.
Below is C25H24BMnN9O3 as an isolated structure, with properties calculated with ωB97M-V with the def2-TZVPD basis set.

The value obtained for the frontier orbital gap (alpha / beta) is 8.108 / 7.887 eV. The energy relative to the best compared isomer or geometry (same formula, charge and spin) comes out at 0.0 kJ/mol. The spin multiplicity is 3. The total charge is +1.

Structure (XYZ):
```
63
Properties=species:S:1:pos:R:3:mulliken_spin:R:1
Mn -0.73 0.10 0.49 2.20
C -3.24 -1.76 -2.30 0.00
C -3.03 -0.93 -1.20 -0.01
N -1.74 -0.94 -0.88 -0.05
N -1.11 -1.76 -1.74 0.00
C -2.00 -2.28 -2.60 0.00
B 0.31 -2.25 -1.35 -0.02
N 1.28 -1.03 -1.30 0.00
C 2.59 -1.11 -1.59 0.01
C 3.26 -0.13 -0.90 0.00
C 2.27 0.52 -0.16 0.02
N 1.08 -0.02 -0.42 -0.02
N 0.20 -2.79 0.11 0.00
C 0.20 -4.02 0.66 0.00
C -0.08 -3.91 2.00 0.00
C -0.26 -2.54 2.21 -0.01
N -0.09 -1.88 1.07 -0.01
N 0.85 -3.23 -2.36 0.00
C 1.54 -4.39 -2.27 0.00
C 1.91 -4.77 -3.53 0.00
C 1.40 -3.75 -4.36 0.00
N 0.77 -2.83 -3.66 0.00
H -4.17 -1.97 -2.80 0.00
H -3.73 -0.35 -0.62 0.00
H -1.68 -2.97 -3.36 0.00
H 2.94 -1.86 -2.28 0.00
H 4.31 0.10 -0.93 0.00
H 2.38 1.33 0.53 0.00
H 0.36 -4.90 0.07 0.00
H -0.16 -4.70 2.72 0.00
H -0.53 -2.02 3.11 0.00
H 1.78 -4.85 -1.33 0.00
H 2.47 -5.64 -3.82 0.00
H 1.47 -3.65 -5.43 0.00
O -2.62 -0.34 3.82 0.02
C -1.99 0.12 2.91 -0.01
O -2.17 -0.16 1.64 0.01
C -0.88 1.12 3.13 0.02
C -0.68 1.71 4.39 0.00
C 0.20 2.74 4.48 0.01
C 0.82 3.24 3.31 0.00
C 1.65 4.39 3.34 0.00
C 2.17 4.90 2.18 0.00
C 1.88 4.27 0.95 0.00
C 1.11 3.15 0.89 0.00
C 0.57 2.59 2.08 0.01
N -0.23 1.47 2.04 -0.02
H -1.24 1.33 5.23 0.00
H 0.40 3.23 5.43 0.00
H 1.85 4.86 4.29 0.00
H 2.79 5.78 2.21 0.00
H 2.28 4.69 0.04 0.00
H 0.91 2.67 -0.06 0.01
C -1.24 2.71 -2.74 0.00
O -0.77 1.74 -1.75 0.00
C -1.30 1.60 -0.59 -0.14
C -2.41 2.48 -0.14 -0.01
H -1.10 3.72 -2.35 0.00
H -2.29 2.51 -2.97 0.00
H -0.62 2.53 -3.61 0.00
H -2.93 3.04 -0.92 0.00
H -1.95 3.19 0.56 0.00
H -3.11 1.90 0.45 0.00
```



3.
Below is C25H24BrF9N2O7S2 as an isolated structure at a distorted geometry, with properties calculated with ωB97M-V with the def2-TZVPD basis set.

The value obtained for the frontier orbital gap is 3.296 eV. The energy relative to the best compared isomer or geometry (same formula, charge and spin) comes out at 0.0 kJ/mol. The total charge is -2.

Structure (XYZ):
```
70
Properties=species:S:1:pos:R:3:lowdin_charge:R:1
C -1.45 4.31 -1.56 0.02
C -0.86 4.11 -0.22 -0.56
O -1.46 3.65 0.70 0.15
O 0.48 4.47 -0.12 -0.02
C 1.10 3.35 -0.76 -0.17
C 0.48 2.06 -0.22 -0.10
C 1.34 0.84 -0.28 -0.10
C 0.97 -0.25 -0.99 -0.16
C -0.35 -0.24 -1.73 -0.18
C -0.15 0.16 -3.19 -0.18
C -1.37 -0.09 -4.05 -0.27
O -2.39 0.87 -3.86 -0.10
C 1.81 -1.42 -1.01 -0.48
Br 1.23 -2.92 -2.03 0.86
C 2.99 -1.53 -0.33 -0.22
C 3.87 -2.74 -0.29 -0.17
C 4.13 -3.23 1.15 -0.17
C 3.13 -4.32 1.58 -0.15
C 2.56 -4.12 2.99 -0.08
C 1.10 -3.70 2.99 -0.46
F 0.69 -3.13 1.84 0.13
F 0.34 -4.84 3.12 0.10
C 0.64 -2.83 4.18 -0.45
F -0.68 -2.74 4.17 0.15
F 0.99 -3.46 5.31 0.13
S 1.31 -1.05 4.25 0.76
F 2.59 -1.57 5.05 -0.15
F 0.54 -0.86 5.62 -0.12
F 0.08 -0.52 3.45 -0.09
F 2.12 -1.24 2.90 -0.13
F 1.87 0.40 4.37 -0.11
C 3.38 -0.37 0.39 -0.33
N 4.51 -0.24 1.09 -0.24
S 4.49 1.23 1.73 0.99
N 3.10 1.78 1.16 -0.20
C 2.57 0.80 0.42 -0.30
H -0.92 5.00 -2.19 0.09
H -2.45 4.70 -1.38 0.10
H -1.60 3.36 -2.07 0.09
H 0.90 3.42 -1.83 0.12
H 2.17 3.40 -0.65 0.11
H 0.19 2.22 0.81 0.14
H -0.44 1.87 -0.75 0.09
H -1.03 0.45 -1.25 0.08
H -0.81 -1.22 -1.69 0.09
H 0.68 -0.43 -3.58 0.08
H 0.13 1.21 -3.27 0.11
H -1.07 0.00 -5.10 0.10
H -1.73 -1.11 -3.91 0.12
H -2.87 0.71 -3.04 0.01
H 3.42 -3.56 -0.83 0.05
H 4.82 -2.49 -0.75 0.12
H 4.10 -2.42 1.85 0.07
H 5.14 -3.64 1.20 0.11
H 3.68 -5.26 1.61 0.11
H 2.35 -4.45 0.85 0.10
H 2.59 -5.04 3.55 0.13
H 3.15 -3.40 3.55 0.11
C -6.27 1.61 -2.63 -0.03
C -6.90 2.64 -1.91 -0.42
C -6.04 3.28 -0.77 -0.40
O -6.48 4.25 -0.14 -0.04
C -4.76 2.71 -0.51 -0.03
C -4.15 1.67 -1.21 -0.39
C -4.96 1.11 -2.42 -0.37
O -4.44 0.24 -3.14 -0.06
O -3.02 1.17 -0.98 -0.07
O -8.04 3.07 -2.11 -0.06
H -6.81 1.14 -3.45 0.09
H -4.24 3.16 0.33 0.09
```



4.
Below is C25H24Cl2IrN2O9 as an isolated structure at a distorted geometry, with properties calculated with ωB97M-V with the def2-TZVPD basis set.

The value obtained for the frontier orbital gap (alpha / beta) is 6.679 / 6.531 eV. The energy relative to the best compared isomer or geometry (same formula, charge and spin) comes out at 313.9 kJ/mol. The total charge is -1.

Structure (XYZ):
```
63
Properties=species:S:1:pos:R:3:lowdin_charge:R:1
Ir -1.45 -0.13 1.44 1.47
N 0.08 1.76 1.70 0.01
C 0.71 1.86 3.02 -0.22
C 1.22 0.50 3.49 -0.11
C 0.10 -0.30 4.18 -0.65
O 0.18 -0.49 5.39 0.04
O -0.85 -0.74 3.43 -0.13
H 0.77 1.66 0.96 0.07
H -0.49 2.57 1.51 0.07
H -0.04 2.24 3.72 0.13
H 1.54 2.57 2.99 0.12
H 2.02 0.63 4.22 0.11
H 1.57 -0.09 2.65 0.09
C -1.08 0.83 -3.05 -0.02
C -0.70 2.09 -2.32 -0.19
C 0.39 2.85 -2.72 -0.07
C 0.69 4.04 -2.08 -0.68
Cl 2.08 4.96 -2.59 0.63
C -0.11 4.52 -1.07 -0.10
C -1.20 3.77 -0.65 -0.02
C -1.47 2.54 -1.24 -0.24
O -2.49 1.73 -0.82 -0.06
C -3.48 2.40 -0.03 -0.08
C -3.03 2.66 1.45 -0.67
O -3.11 3.81 1.86 0.01
O -2.64 1.63 2.10 -0.15
H -0.29 0.54 -3.75 0.08
H -2.00 1.00 -3.61 0.09
H -1.28 0.03 -2.36 0.07
H 1.01 2.50 -3.54 0.11
H 0.10 5.47 -0.60 0.11
H -1.83 4.15 0.14 0.10
H -4.35 1.76 0.00 0.14
H -3.72 3.36 -0.49 0.13
O -3.87 -3.42 1.08 -0.32
Cl -3.99 -2.01 0.85 0.64
O -3.59 -1.27 2.03 -0.40
O -5.32 -1.66 0.48 -0.32
O -3.07 -1.61 -0.20 -0.43
N -0.17 -0.91 0.24 -0.06
C 0.77 -1.65 -0.16 -0.31
C 1.95 -1.05 -0.86 -0.18
C 2.59 0.08 -0.37 -0.03
C 3.63 0.67 -1.07 -0.08
C 4.04 0.14 -2.28 -0.09
C 3.41 -0.99 -2.79 -0.08
C 2.37 -1.58 -2.08 -0.04
C 0.74 -3.13 -0.06 -0.17
C -0.49 -3.80 -0.01 -0.01
C -0.53 -5.18 0.09 -0.06
C 0.65 -5.91 0.17 -0.09
C 1.87 -5.25 0.15 -0.09
C 1.92 -3.87 0.02 -0.05
H 2.29 0.48 0.59 0.08
H 4.12 1.55 -0.67 0.10
H 4.85 0.60 -2.84 0.10
H 3.72 -1.41 -3.74 0.10
H 1.88 -2.46 -2.48 0.12
H -1.40 -3.22 -0.05 0.08
H -1.49 -5.68 0.13 0.11
H 0.62 -6.99 0.26 0.10
H 2.79 -5.81 0.23 0.10
H 2.87 -3.36 0.01 0.11
```



no.,DFT total energy (Ha)
1,-2780.0205
2,-2861.3569
3,-5872.3844
4,-2778.2133